Entry 1:
{
  "formula": "C4H5I",
  "method": "ωB97M-V/def2-TZVPD",
  "largest_force_ev_per_a": 4.32,
  "homo_lumo_gap_ev": 9.4,
  "smiles": "CC1=C[C@@H]1I",
  "e_above_lowest_kcal_mol": 50.5,
  "e_lumo_ev": 0.7,
  "spin_multiplicity": 1,
  "species": ["C", "C", "C", "C", "I", "H", "H", "H", "H", "H"],
  "xyz": [[0.65815, -1.38823, -0.48152], [-0.01814, -0.30412, 0.29988], [-0.69308, 0.43611, 1.18560], [-0.04533, 1.34529, 0.27841], [-1.41508, 2.18492, -1.28858], [1.48945, -1.01376, -1.03504], [-0.17563, -1.76468, -1.11751], [0.96419, -2.30818, 0.05475], [-1.54409, 0.48551, 1.88067], [0.77957, 2.32713, 0.22334]],
  "forces_ev_per_angstrom": [[-2.2, -0.8, 0.6], [1.0, 4.0, 1.3], [-0.1, -0.9, -0.5], [1.5, 0.5, -1.9], [0.1, -0.1, 0.1], [0.3, 0.3, -0.5], [0.8, 0.3, -0.3], [-0.2, 0.8, 0.3], [0.8, -0.3, -0.1], [-2.1, -3.6, 1.1]],
  "mulliken_charge": [-0.8984, 0.2727, -0.3744, -0.3961, -0.1283, 0.2964, 0.2633, 0.3054, 0.2979, 0.3615]
}

Entry 2:
{
  "formula": "C4H6S2",
  "method": "ωB97M-V/def2-TZVPD",
  "largest_force_ev_per_a": 3.28,
  "homo_lumo_gap_ev": 8.8,
  "e_above_lowest_kcal_mol": 70.9,
  "e_lumo_ev": 0.3,
  "spin_multiplicity": 1,
  "species": ["C", "C", "C", "C", "S", "S", "H", "H", "H", "H", "H", "H"],
  "xyz": [[0.74367, -1.24976, 0.07300], [-0.24330, -0.38849, -0.08703], [1.80647, -0.21039, -0.15938], [0.68076, 0.85298, -0.28348], [-3.55479, 1.01874, -0.02460], [-2.50037, -0.73855, -0.07420], [0.97204, -2.23496, 0.37946], [2.42836, -0.10397, 0.64054], [2.38454, -0.37708, -1.02977], [0.71056, 1.36148, -1.21388], [0.69818, 1.41440, 0.58392], [-4.12611, 0.65562, 1.19542]],
  "forces_ev_per_angstrom": [[0.3, 0.1, 0.1], [-2.4, 0.7, -0.2], [-2.2, -0.4, -1.3], [-0.3, -2.6, -0.6], [-0.2, -0.7, 1.3], [3.2, 0.1, -0.5], [-0.6, -1.1, 0.1], [1.8, 0.5, 2.3], [0.5, -0.1, -1.1], [-0.5, 0.7, -0.6], [-0.2, 1.8, 1.4], [0.5, 0.8, -1.0]],
  "mulliken_charge": [-0.2385, -0.1817, -0.5617, -0.3716, -0.1805, -0.1464, 0.4035, 0.2878, 0.2537, 0.3053, 0.2533, 0.1768]
}

Entry 3:
{
  "formula": "C35H37NO3P2Sn",
  "method": "ωB97M-V/def2-TZVPD",
  "largest_force_ev_per_a": 3.87,
  "homo_lumo_gap_ev": [5.4, 5.4],
  "e_above_lowest_kcal_mol": 33.9,
  "e_lumo_ev": [-0.4, -0.4],
  "spin_multiplicity": 1,
  "species": ["Sn", "C", "C", "C", "C", "C", "C", "C", "C", "C", "H", "H", "H", "H", "H", "H", "H", "H", "H", "H", "H", "H", "H", "H", "H", "P", "P", "C", "C", "C", "C", "C", "C", "C", "C", "C", "C", "C", "C", "C", "C", "C", "C", "C", "C", "C", "C", "C", "C", "C", "C", "C", "C", "H", "H", "H", "H", "H", "H", "H", "H", "H", "H", "H", "H", "H", "H", "H", "H", "H", "H", "H", "H", "H", "H", "O", "N", "O", "O"],
  "xyz": [[0.25530, 1.14902, 1.26294], [-1.98006, 1.22629, -2.44036], [-1.89245, -0.08666, -2.20244], [-1.22211, -1.06919, -3.10219], [0.14224, -0.61859, -3.64572], [0.97574, 0.25250, -2.72563], [0.73869, 1.55966, -2.51696], [-0.01022, 2.33328, -3.58916], [-1.48295, 1.85850, -3.68675], [1.42525, 0.72390, 3.12556], [-2.58708, 1.90425, -1.84939], [-2.57744, -0.57201, -1.50085], [-1.90688, -1.26286, -3.94422], [-1.13470, -2.03179, -2.58827], [0.71719, -1.51995, -3.90097], [-0.04251, -0.08024, -4.58244], [1.91774, -0.24240, -2.42932], [1.14553, 2.12162, -1.71271], [0.45512, 2.19513, -4.59048], [0.03248, 3.41484, -3.38525], [-2.13048, 2.69400, -3.98010], [-1.56121, 1.11392, -4.48433], [0.93477, 1.42491, 3.78989], [2.48612, 0.92962, 3.10026], [1.25847, -0.29624, 3.45947], [-1.57977, -0.95504, 0.78203], [2.39301, -0.12110, 0.32054], [-0.13944, -1.61858, -0.16681], [1.20400, -1.30711, -0.32506], [-2.56431, -2.42365, 1.05473], [-2.92251, -3.30963, 0.01838], [-3.70429, -4.42983, 0.33934], [-4.12672, -4.67335, 1.64777], [-3.79774, -3.76249, 2.64591], [-3.00824, -2.65144, 2.35921], [-2.79130, 0.49167, 0.56398], [-2.43135, 1.86437, 0.47596], [-3.37692, 2.87211, 0.28953], [-4.73196, 2.58514, 0.13649], [-5.11106, 1.24031, 0.20387], [-4.17389, 0.21355, 0.41095], [3.61939, -1.04576, 1.23166], [3.24997, -2.22380, 1.92298], [4.26407, -3.07932, 2.36008], [5.61377, -2.78042, 2.14092], [5.95651, -1.54711, 1.56968], [4.97666, -0.67140, 1.11090], [3.01674, 1.58138, 0.03025], [2.68645, 2.65825, 0.91229], [2.98083, 3.97180, 0.57695], [3.55463, 4.26899, -0.66050], [3.89050, 3.21608, -1.52522], [3.73881, 1.88950, -1.13495], [-0.40881, -2.53762, -0.73829], [1.71431, -2.04276, -0.97238], [-2.57651, -3.12438, -1.00902], [-3.98966, -5.09929, -0.46582], [-4.73882, -5.54224, 1.87704], [-4.14920, -3.91400, 3.65012], [-2.69498, -1.96509, 3.13734], [-1.38229, 2.24052, 0.33796], [-3.04544, 3.90632, 0.18812], [-5.43223, 3.40019, -0.05696], [-6.16683, 1.00282, 0.07020], [-4.51330, -0.82580, 0.38434], [2.18530, -2.40431, 2.11459], [4.02166, -4.00510, 2.87212], [6.38574, -3.52433, 2.36800], [7.00057, -1.26678, 1.46478], [5.22145, 0.30962, 0.68432], [2.15023, 2.52287, 1.87135], [2.75209, 4.75618, 1.30432], [3.79449, 5.30531, -0.91259], [4.27848, 3.39704, -2.52576], [4.11230, 1.09513, -1.78083], [-1.53630, -0.18513, 4.90034], [-1.33597, 0.28799, 3.80263], [-1.30291, 1.47896, 3.46972], [-0.98575, -0.64074, 2.79194]],
  "forces_ev_per_angstrom": [[1.4, -1.0, 2.2], [-1.0, -0.3, -0.1], [-1.5, 0.1, -0.5], [-0.1, -0.1, 0.0], [0.7, 0.1, -0.7], [0.8, -0.1, -0.5], [0.2, -0.7, -1.9], [-0.7, 0.2, 0.2], [0.4, 0.2, -0.7], [-0.3, 0.6, 0.0], [0.0, -0.5, 0.2], [0.6, 0.6, -0.1], [0.2, 0.0, 0.0], [0.1, 0.2, -0.1], [-0.1, 0.3, 0.0], [0.2, -0.2, 0.0], [-0.9, 0.4, 0.8], [0.9, 0.3, 0.3], [0.0, 0.0, 0.7], [0.0, -0.3, 0.1], [0.1, -0.1, 0.1], [0.0, 0.2, -0.1], [0.3, 0.0, 0.6], [0.3, 0.0, -0.1], [0.0, 0.0, 0.0], [1.5, 0.4, -2.0], [-0.9, 0.0, 1.4], [-0.8, 0.8, -1.0], [-0.1, -1.1, -1.1], [-0.3, -0.3, 0.0], [-0.1, -0.1, 0.6], [0.3, 0.3, -0.4], [0.0, 0.4, -0.2], [0.2, 0.1, -0.3], [-0.2, -0.3, -0.1], [0.1, 0.5, -0.5], [0.1, 0.3, -0.7], [-0.5, -0.1, 0.1], [0.6, -0.4, 0.3], [0.0, 0.0, 0.0], [0.2, 0.2, 0.0], [0.4, -0.4, -0.1], [0.5, 0.6, -0.2], [0.1, 0.0, 0.0], [-0.3, 0.3, -0.3], [0.0, -0.1, 0.1], [-0.5, -0.3, 0.4], [0.1, 0.5, -0.3], [-0.3, -0.5, -0.1], [0.3, 0.1, -0.1], [0.2, -0.3, 0.0], [0.4, 0.3, 0.2], [-0.7, 0.2, 0.0], [0.4, 0.3, 1.0], [-0.3, 0.1, 0.4], [-0.3, -0.1, 0.5], [0.0, -0.1, 0.1], [0.1, 0.1, -0.1], [0.0, -0.1, 0.3], [-0.2, -0.2, 0.0], [-1.8, -0.6, 0.3], [0.1, -0.3, 0.1], [0.0, -0.4, 0.1], [0.3, -0.2, 0.0], [0.1, 0.4, 0.2], [0.5, -0.2, -0.2], [-0.1, 0.1, -0.1], [-0.3, 0.5, 0.1], [-0.1, -0.1, 0.0], [0.0, -0.6, 0.1], [0.8, -0.2, -0.7], [0.1, -0.2, -0.4], [-0.2, -0.4, -0.1], [0.2, 0.2, 0.3], [-0.3, 0.1, 0.1], [-0.4, 1.0, -0.5], [1.3, -1.9, -0.9], [-0.8, -1.0, 0.6], [-0.6, 2.6, 2.8]],
  "mulliken_charge": [0.7259, -0.2233, -0.1234, -1.1274, -1.8107, 0.0719, -0.0278, -1.3699, -1.2015, -1.8770, 0.3452, 1.2906, 0.6250, 0.0461, 0.5092, 0.3658, 1.0549, 0.2996, 0.3469, 0.3336, 0.5206, 0.3143, 0.5228, 0.7705, 0.2682, 1.7416, 1.1287, -0.0418, -1.6238, 0.0703, -0.1138, -0.7305, -0.6320, -0.7103, -0.3390, 0.9776, -0.4638, -0.8453, -0.5526, -0.8788, -0.4200, 0.4299, -0.4114, -0.5739, -0.6093, -0.4293, -0.6218, 0.0270, -0.0817, -0.9954, -0.5006, -0.7197, 0.0419, 0.7905, 0.3576, 0.1368, 0.4231, 0.3692, 0.4582, 0.3689, -0.2253, 0.4220, 0.3938, 0.3911, 0.4067, 0.3193, 0.3882, 0.3545, 0.3853, 0.2620, 0.3338, 0.4729, 0.4070, 0.4178, 0.3919, -0.6488, 0.9654, -0.5363, -0.5779]
}

Entry 4:
{
  "formula": "C10H28F6N4O10Y",
  "method": "ωB97M-V/def2-TZVPD",
  "charge": 1,
  "largest_force_ev_per_a": 3.42,
  "homo_lumo_gap_ev": 7.9,
  "e_above_lowest_kcal_mol": 27.4,
  "e_lumo_ev": -3.1,
  "spin_multiplicity": 1,
  "species": ["Y", "C", "O", "O", "C", "F", "F", "F", "C", "C", "H", "H", "H", "H", "H", "H", "C", "O", "O", "C", "F", "F", "F", "C", "C", "H", "H", "H", "H", "H", "H", "O", "H", "H", "O", "H", "H", "O", "H", "H", "O", "H", "H", "C", "O", "N", "N", "H", "H", "H", "H", "C", "O", "N", "N", "H", "H", "H", "H"],
  "xyz": [[1.03873, 0.35281, -0.89051], [-1.69348, 0.07594, -3.50521], [-2.79829, 0.07737, -2.59211], [-0.58268, 0.25130, -2.79762], [-1.75772, -1.24772, -4.33557], [-2.06102, -2.27170, -3.49942], [-2.71222, -1.27251, -5.26453], [-0.59451, -1.55104, -4.92246], [-4.04168, 0.40259, -3.16151], [-5.11554, 0.45033, -2.06059], [-4.94879, -0.38128, -1.37591], [-5.06935, 1.42924, -1.58011], [-6.11728, 0.35374, -2.47638], [-4.38731, -0.40281, -3.81963], [-4.16327, 1.32411, -3.74020], [-1.78522, 0.85595, -4.27369], [0.15588, 0.00337, 2.66477], [0.61496, -1.24434, 3.21754], [0.30197, -0.07819, 1.35226], [-1.29817, 0.27226, 3.16918], [-2.22772, 0.03598, 2.21794], [-1.66087, -0.50306, 4.21081], [-1.38669, 1.53415, 3.62102], [1.23230, -1.22851, 4.47642], [1.89622, -2.56202, 4.71877], [1.18215, -3.38296, 4.62820], [2.54876, -2.72768, 3.85332], [2.40511, -2.58395, 5.67820], [0.43492, -1.07801, 5.21518], [2.02124, -0.47793, 4.63796], [0.75969, 0.77032, 3.17434], [2.45674, -0.42188, -2.64444], [1.98919, -0.65875, -3.46630], [3.21946, -1.00843, -2.60954], [0.64607, -2.04551, -0.75403], [0.01176, -2.52014, -0.19888], [1.21632, -2.72630, -1.12580], [1.57607, 2.44427, -2.18459], [0.95998, 2.85755, -2.80475], [2.25711, 3.10702, -2.02496], [2.50656, 1.86773, 0.54331], [2.71189, 1.65128, 1.45858], [3.24962, 2.40421, 0.23956], [3.80120, -1.27597, 0.73135], [2.90064, -0.72628, 0.09093], [4.45425, -0.71497, 1.80422], [4.37918, -2.43986, 0.30858], [4.08995, 0.09195, 2.27716], [5.07462, -1.30774, 2.32082], [4.93046, -2.97459, 0.94802], [4.29646, -2.58910, -0.67891], [-1.65253, 2.49068, 0.10180], [-0.63446, 1.94213, -0.36833], [-1.73217, 3.81382, 0.39864], [-2.82886, 1.85052, 0.03927], [-0.92815, 4.39758, 0.26837], [-2.65405, 4.20201, 0.35211], [-2.95261, 0.88789, -0.23021], [-3.53479, 2.20513, 0.66756]],
  "forces_ev_per_angstrom": [[-3.1, 0.2, 1.4], [0.2, 0.3, 0.2], [0.1, 0.8, -0.7], [2.2, -0.5, 1.0], [-0.3, -0.7, 1.7], [0.4, -0.2, 0.0], [0.0, 0.5, -0.5], [0.3, 0.1, -0.2], [-2.2, -1.1, 0.1], [0.6, 0.4, -0.2], [-0.1, 0.2, 0.2], [0.0, -0.2, 0.4], [0.1, -0.1, -0.2], [0.3, 0.0, -0.2], [1.0, 0.2, 0.0], [-0.5, 0.4, 0.0], [0.9, -1.0, 0.0], [0.4, -0.1, -0.4], [0.1, 0.8, -1.5], [-0.2, -1.0, 0.0], [0.3, 0.5, 0.2], [0.2, 0.0, -0.1], [-0.4, 0.3, -0.5], [-0.8, -0.3, 1.1], [-0.4, -0.4, -1.1], [-0.1, 0.1, 0.4], [0.5, 0.0, 0.4], [0.2, -0.1, -0.1], [0.4, 0.2, 0.3], [-0.3, 0.5, -0.5], [0.1, 0.4, 0.0], [-0.1, -0.4, -0.6], [-0.2, 0.3, 0.2], [0.0, 0.1, 0.1], [-0.1, -0.3, -0.2], [0.0, 0.4, 0.1], [-0.1, 0.1, -0.1], [0.3, 0.1, 0.0], [-0.2, -0.4, 0.1], [-0.1, -0.1, 0.0], [0.2, 0.6, -0.3], [-0.4, -0.1, 0.0], [-0.1, 0.0, 0.1], [1.0, 0.5, 0.2], [0.8, -0.2, 0.0], [-0.9, -0.3, -0.6], [-1.0, 0.9, 0.2], [-0.2, -0.2, 0.1], [0.2, 0.1, 0.2], [0.4, -0.3, -0.4], [0.1, -0.8, 0.1], [0.3, -0.9, -2.6], [0.7, 0.6, 0.7], [0.1, -0.6, 0.5], [-1.1, 0.5, 1.2], [0.0, 0.0, 0.0], [0.1, 0.4, 0.1], [0.7, 0.0, -0.2], [-0.2, -0.2, -0.2]],
  "mulliken_charge": [2.2831, -0.3993, -0.1221, -0.6327, 0.7478, -0.2697, -0.2596, -0.2737, -0.2593, -1.2535, 0.3209, 0.2101, 0.4197, 0.3202, 0.3133, 0.2340, -0.4936, -0.2581, -0.3145, 0.8765, -0.2410, -0.3078, -0.3178, -0.1456, -1.2120, 0.3117, 0.1786, 0.3968, 0.3034, 0.2880, 0.2226, -0.4824, 0.2888, 0.2717, -0.2833, 0.2119, 0.2176, -0.4290, 0.2686, 0.2297, -0.4434, 0.1685, 0.2776, 0.5861, -0.5767, -0.3374, -0.4529, 0.1791, 0.1869, 0.1750, 0.1805, 0.2617, -0.2612, -0.4086, -0.2235, 0.2383, 0.1770, 0.1141, 0.1990]
}

Entry 5:
{
  "formula": "C9H10BN",
  "method": "ωB97M-V/def2-TZVPD",
  "largest_force_ev_per_a": 5.48,
  "homo_lumo_gap_ev": [6.2, 6.8],
  "e_above_lowest_kcal_mol": 3.1,
  "s2": 2.03,
  "e_lumo_ev": [0.6, -1.8],
  "spin_multiplicity": 3,
  "species": ["B", "C", "C", "C", "C", "C", "C", "C", "C", "C", "N", "H", "H", "H", "H", "H", "H", "H", "H", "H", "H"],
  "xyz": [[-2.81941, 0.30624, -0.10102], [3.23810, 0.85571, 0.22470], [3.24993, -0.58318, 0.26370], [2.04818, 1.37296, 0.01652], [2.14991, -1.36951, 0.23792], [0.81654, 0.65274, -0.07263], [0.83498, -0.84477, 0.18733], [-1.70074, 0.97257, -0.49043], [-0.32614, 1.31014, -0.53725], [-4.07844, -0.53070, 0.11906], [-0.26067, -1.47399, 0.31333], [4.18070, 1.42221, 0.38786], [4.11093, -1.12797, 0.46377], [2.01152, 2.45668, -0.21961], [2.19857, -2.49119, 0.14716], [-2.37477, 1.68833, -1.06060], [-0.21424, 2.24246, -1.04534], [-3.54521, -1.33270, 0.60130], [-4.54028, -0.96809, -0.76511], [-4.91318, -0.09959, 0.71551], [-0.06627, -2.45834, 0.61382]],
  "forces_ev_per_angstrom": [[-1.3, -1.2, 0.4], [3.3, -3.8, 1.0], [0.4, 1.3, 0.5], [-4.6, 2.8, -1.3], [-1.0, -1.6, -0.4], [2.3, -1.9, 0.7], [2.1, 3.9, -0.7], [1.6, 1.2, -0.6], [-3.1, 0.7, -0.5], [-0.6, 0.9, -0.2], [-2.1, -2.3, 0.7], [-1.0, -0.4, -0.4], [2.0, -0.5, 0.0], [-0.3, -0.6, 0.4], [0.3, 1.2, 0.5], [0.4, 0.1, 0.1], [0.7, 0.5, -0.2], [-0.2, -0.8, 0.8], [0.2, 0.1, -0.2], [0.9, -0.4, 0.0], [-0.2, 0.9, -0.5]],
  "mulliken_charge": [-0.2856, -0.5832, -0.4872, -0.4623, -0.5620, 0.9766, 0.6079, -0.1269, -0.5508, -0.8172, -0.4645, 0.3608, 0.3771, 0.2437, 0.2388, 0.1637, 0.2744, 0.2958, 0.3077, 0.2770, 0.2163]
}